ORCA calculation (ωB97M-V/def2-TZVPD) on a gas-phase ion, C8H8ClN2O2 (charge -1).

The geometry in XYZ format:
```
21
Properties=species:S:1:pos:R:3:forces:R:3:mulliken_charge:R:1
C 2.628343 0.648932 1.054573 2.402 1.947 -0.193 -1.01
C 1.413790 0.275201 0.714511 -0.117 1.675 -0.583 0.41
O 0.647068 -0.645538 1.295728 -0.693 -1.157 1.070 -0.34
C 1.126054 -1.672631 2.175199 2.247 2.302 -0.965 -1.01
N 0.715024 1.075036 -0.241706 0.095 -1.155 1.099 0.49
O 1.126316 2.332331 -0.404367 -0.289 0.284 -0.290 -0.85
C -0.422509 0.601475 -0.739701 -2.835 0.141 -1.895 0.33
C -1.465255 1.428372 -1.361533 3.943 3.480 1.080 -0.56
C -2.701586 0.994365 -1.677265 -1.091 -1.338 -1.165 -0.12
C -2.869566 -0.403490 -1.616443 1.876 0.206 0.232 -0.50
N -1.830505 -1.311310 -1.406082 -2.497 2.119 0.236 -0.60
C -0.727805 -0.784795 -0.982739 0.998 0.512 -0.045 0.47
Cl 0.617016 -1.882151 -0.946827 0.486 -1.236 -0.942 -0.25
H 3.197948 0.097750 1.781398 0.041 -0.071 0.293 0.31
H 3.079490 1.635816 0.622919 -1.096 -2.317 0.642 0.22
H 0.383484 -2.375507 2.264811 -2.020 -1.258 0.529 0.34
H 1.487426 -1.216797 3.076244 -0.472 0.299 0.993 0.34
H 2.013861 -2.223567 1.882236 0.278 0.079 -1.101 0.39
H -1.110849 2.529588 -1.524660 -0.825 -2.096 0.436 0.22
H -3.488981 1.666916 -2.179711 1.266 -1.153 1.137 0.26
H -3.818763 -0.769998 -1.786585 -1.698 -1.262 -0.567 0.46
```
Forces are in eV/Å.

Summary:
SMILES: C=C(OC)N([O-])c1cccnc1Cl
Gap between HOMO and LUMO (spin up / spin down) in eV: 5.696 / 5.695
DFT total energy in eV: -28020.1152
Net charge: -1